{"formula": "C48H47Cl3N11O4RbS3", "method": "ωB97M-V/def2-TZVPD", "gap_ha": 0.225, "de_lowest_kcal_mol": 15.9, "lumo_ev": 0.31, "total_charge": 0, "symbols": ["Rb", "C", "O", "C", "C", "C", "C", "C", "C", "N", "C", "N", "C", "C", "C", "C", "C", "C", "O", "C", "N", "C", "C", "C", "C", "C", "C", "O", "C", "H", "H", "H", "H", "H", "H", "H", "H", "H", "H", "H", "H", "H", "H", "H", "H", "H", "H", "H", "H", "H", "H", "N", "C", "N", "C", "C", "S", "C", "C", "S", "C", "N", "N", "H", "H", "H", "H", "H", "H", "Cl", "C", "C", "C", "C", "C", "C", "N", "C", "C", "N", "C", "O", "C", "C", "C", "Cl", "S", "C", "C", "C", "Cl", "C", "H", "H", "H", "H", "H", "H", "H", "H", "H", "H", "H", "H", "H", "C", "N", "C", "C", "N", "C", "H", "H", "H", "H", "H", "H"], "positions_angstrom": [[-0.20, 0.40, 0.14], [0.87, 0.80, 5.16], [-0.26, 0.96, 4.30], [-1.47, 0.70, 4.90], [-2.25, 1.76, 5.33], [-3.48, 1.53, 5.93], [-3.93, 0.22, 6.09], [-3.15, -0.83, 5.63], [-1.92, -0.62, 5.02], [-1.12, -1.68, 4.57], [-0.53, -1.54, 3.26], [0.76, -1.90, 3.27], [1.77, -2.05, 2.24], [1.58, -1.76, 0.89], [2.72, -1.99, 0.10], [3.95, -2.43, 0.59], [4.09, -2.69, 1.94], [2.98, -2.52, 2.76], [3.08, -2.76, 4.13], [3.30, -4.13, 4.44], [-1.21, -1.08, 2.27], [-2.60, -0.96, 2.33], [-3.42, -2.08, 2.41], [-4.81, -1.97, 2.43], [-5.39, -0.72, 2.35], [-4.59, 0.41, 2.24], [-3.21, 0.30, 2.22], [-2.36, 1.37, 2.08], [-2.96, 2.66, 2.12], [1.75, 0.80, 4.53], [0.81, -0.14, 5.71], [0.91, 1.63, 5.88], [-1.87, 2.76, 5.20], [-4.09, 2.36, 6.27], [-4.89, 0.02, 6.54], [-3.52, -1.85, 5.71], [-1.50, -2.60, 4.75], [1.11, -2.11, 4.19], [2.66, -1.83, -0.98], [4.80, -2.57, -0.08], [5.03, -3.03, 2.37], [4.25, -4.49, 4.05], [2.50, -4.76, 4.03], [3.30, -4.22, 5.53], [-2.94, -3.05, 2.45], [-5.42, -2.86, 2.49], [-6.47, -0.61, 2.37], [-5.06, 1.39, 2.17], [-2.15, 3.38, 2.07], [-3.52, 2.80, 3.05], [-3.62, 2.81, 1.26], [-4.01, 1.25, -1.00], [-3.21, 1.95, -1.88], [-1.92, 1.82, -1.93], [-1.38, 2.64, -2.90], [-2.26, 3.43, -3.55], [-3.86, 3.13, -2.97], [0.07, 2.52, -3.19], [0.70, 2.97, -4.30], [2.37, 2.52, -4.23], [2.08, 1.74, -2.71], [0.86, 1.83, -2.29], [3.08, 1.16, -1.99], [-3.58, 0.40, -0.64], [-4.98, 1.14, -1.24], [-2.08, 4.16, -4.32], [0.29, 3.48, -5.15], [3.89, 0.81, -2.48], [2.81, 0.64, -1.17], [-6.78, 0.31, -1.04], [-6.02, -1.08, -1.76], [-5.26, -1.92, -0.98], [-4.67, -3.03, -1.57], [-4.85, -3.32, -2.92], [-4.15, -4.52, -3.51], [-2.78, -4.12, -3.99], [-2.13, -3.41, -2.93], [-1.54, -3.95, -1.80], [-1.30, -2.90, -0.97], [-1.73, -1.72, -1.56], [-2.19, -2.07, -2.73], [-3.94, -5.52, -2.53], [-5.13, -6.20, -2.14], [-4.83, -6.96, -0.89], [-5.26, -6.63, 0.35], [-6.29, -5.33, 0.79], [-4.67, -7.69, 1.56], [-3.81, -8.60, 0.39], [-3.99, -8.11, -0.86], [-5.61, -2.44, -3.68], [-5.83, -2.70, -5.39], [-6.21, -1.32, -3.12], [-5.10, -1.71, 0.07], [-4.05, -3.69, -0.98], [-4.70, -4.94, -4.35], [-2.84, -3.49, -4.88], [-2.22, -5.02, -4.24], [-1.37, -5.01, -1.71], [-0.81, -2.88, -0.01], [-2.61, -1.40, -3.47], [-5.41, -6.89, -2.94], [-5.95, -5.50, -1.99], [-3.23, -9.46, 0.70], [-3.54, -8.54, -1.74], [-6.80, -0.65, -3.72], [0.99, 4.63, 3.95], [1.67, 3.79, 2.98], [3.01, 3.80, 2.65], [3.15, 2.86, 1.66], [1.93, 2.28, 1.38], [1.07, 2.88, 2.17], [1.71, 4.95, 4.70], [0.21, 4.06, 4.44], [0.56, 5.51, 3.48], [3.71, 4.44, 3.14], [4.05, 2.56, 1.15], [0.02, 2.64, 2.25]]}

---

{"formula": "C48H47LaN4O16S2", "method": "ωB97M-V/def2-TZVPD", "gap_ha": 0.254, "lumo_ev": 3.61, "total_charge": -2, "symbols": ["La", "N", "N", "C", "O", "O", "H", "H", "H", "C", "C", "C", "C", "C", "C", "C", "S", "O", "O", "N", "C", "C", "O", "O", "H", "H", "H", "H", "H", "H", "H", "H", "H", "C", "C", "C", "O", "C", "C", "O", "C", "O", "C", "C", "C", "C", "C", "C", "C", "C", "C", "C", "C", "C", "C", "O", "C", "C", "C", "C", "C", "C", "C", "C", "C", "C", "C", "C", "H", "H", "H", "H", "H", "H", "H", "H", "H", "H", "H", "H", "H", "H", "H", "H", "H", "H", "H", "H", "H", "H", "H", "H", "H", "H", "H", "H", "O", "O", "C", "C", "C", "C", "C", "C", "C", "S", "O", "O", "O", "H", "H", "H", "H", "H", "H", "H", "O", "N"], "positions_angstrom": [[0.00, 0.43, 0.78], [3.05, 0.52, 0.71], [4.14, 0.00, 0.01], [4.09, -0.74, -1.15], [5.10, -0.86, -1.82], [2.96, -1.35, -1.52], [2.94, 1.53, 0.59], [3.14, 0.33, 1.71], [5.03, 0.46, 0.11], [4.99, 1.93, 5.29], [3.52, 2.17, 5.07], [3.09, 3.33, 4.42], [1.74, 3.55, 4.17], [0.83, 2.58, 4.56], [1.22, 1.44, 5.24], [2.57, 1.25, 5.50], [-0.87, 2.77, 4.19], [-1.18, 4.16, 4.40], [-1.61, 1.76, 4.88], [-0.99, 2.44, 2.52], [-0.72, 3.62, 1.66], [0.77, 3.70, 1.26], [1.26, 4.82, 1.12], [1.36, 2.58, 1.11], [5.41, 2.66, 5.99], [5.54, 2.03, 4.35], [5.17, 0.93, 5.69], [3.81, 4.06, 4.08], [1.42, 4.45, 3.66], [0.48, 0.71, 5.52], [2.89, 0.36, 6.03], [-1.02, 4.54, 2.14], [-1.29, 3.47, 0.74], [-4.66, -0.58, -4.38], [-4.28, 0.33, -3.23], [-5.33, 1.42, -3.02], [-4.15, -0.40, -2.01], [-2.86, -0.14, -1.42], [-2.42, 1.11, -2.21], [-3.02, 0.89, -3.50], [-0.99, 1.69, -2.23], [-0.62, 1.81, -0.92], [0.08, 1.03, -3.11], [-0.19, 0.37, -4.31], [0.85, -0.01, -5.16], [2.17, 0.27, -4.83], [2.44, 0.94, -3.64], [1.41, 1.30, -2.79], [-1.11, 3.12, -2.87], [-0.76, 4.22, -2.10], [-0.87, 5.52, -2.61], [-1.32, 5.73, -3.90], [-1.65, 4.63, -4.69], [-1.53, 3.34, -4.18], [-1.97, -1.41, -1.30], [-0.71, -0.94, -1.04], [-2.01, -2.31, -2.56], [-0.87, -2.46, -3.33], [-0.85, -3.32, -4.43], [-1.98, -4.06, -4.76], [-3.12, -3.94, -3.97], [-3.13, -3.08, -2.88], [-2.50, -2.31, -0.15], [-1.82, -3.51, 0.10], [-2.24, -4.39, 1.08], [-3.37, -4.10, 1.84], [-4.06, -2.92, 1.60], [-3.63, -2.04, 0.60], [-5.54, -1.16, -4.11], [-3.83, -1.25, -4.60], [-4.87, 0.03, -5.26], [-6.28, 0.96, -2.75], [-5.45, 2.01, -3.93], [-5.03, 2.09, -2.21], [-3.00, 0.19, -0.39], [-2.97, 1.92, -1.72], [-1.21, 0.14, -4.58], [0.62, -0.54, -6.08], [2.98, -0.02, -5.49], [3.47, 1.16, -3.37], [1.61, 1.83, -1.87], [-0.38, 4.05, -1.11], [-0.59, 6.36, -1.98], [-1.42, 6.73, -4.29], [-1.99, 4.77, -5.71], [-1.78, 2.50, -4.82], [0.01, -1.89, -3.07], [0.05, -3.41, -5.03], [-1.97, -4.73, -5.61], [-4.01, -4.52, -4.20], [-4.02, -3.00, -2.26], [-0.94, -3.74, -0.49], [-1.68, -5.30, 1.25], [-3.70, -4.78, 2.61], [-4.93, -2.67, 2.18], [-4.20, -1.13, 0.44], [-2.02, 0.52, 1.70], [-2.25, 1.82, 2.26], [5.37, -4.84, 4.50], [4.18, -3.98, 4.15], [3.14, -3.80, 5.06], [2.05, -3.00, 4.75], [1.98, -2.37, 3.52], [3.01, -2.53, 2.61], [4.10, -3.33, 2.93], [0.55, -1.35, 3.17], [-0.06, -1.84, 1.93], [-0.24, -1.45, 4.36], [1.10, 0.00, 2.91], [5.13, -5.55, 5.29], [6.20, -4.22, 4.85], [5.72, -5.39, 3.63], [3.17, -4.31, 6.02], [1.23, -2.86, 5.45], [2.97, -2.03, 1.64], [4.90, -3.45, 2.20], [1.12, -2.38, -0.82], [1.90, -1.72, -0.35]]}

---

{"formula": "C48H48F16O48", "method": "ωB97M-V/def2-TZVPD", "gap_ha": 0.346, "de_lowest_kcal_mol": 159.1, "lumo_ev": -0.89, "total_charge": 0, "symbols": ["C", "C", "O", "C", "O", "O", "F", "H", "H", "H", "C", "C", "O", "C", "O", "O", "F", "H", "H", "H", "C", "C", "O", "C", "O", "O", "F", "H", "H", "H", "C", "C", "O", "C", "O", "O", "F", "H", "H", "H", "C", "C", "O", "C", "O", "O", "F", "H", "H", "H", "C", "C", "O", "C", "O", "O", "F", "H", "H", "H", "C", "C", "O", "C", "O", "O", "F", "H", "H", "H", "C", "C", "O", "C", "O", "O", "F", "H", "H", "H", "C", "C", "O", "C", "O", "O", "F", "H", "H", "H", "C", "C", "O", "C", "O", "O", "F", "H", "H", "H", "C", "C", "O", "C", "O", "O", "F", "H", "H", "H", "C", "C", "O", "C", "O", "O", "F", "H", "H", "H", "C", "C", "O", "C", "O", "O", "F", "H", "H", "H", "C", "C", "O", "C", "O", "O", "F", "H", "H", "H", "C", "C", "O", "C", "O", "O", "F", "H", "H", "H", "C", "C", "O", "C", "O", "O", "F", "H", "H", "H"], "positions_angstrom": [[-3.40, 1.62, -4.27], [-3.60, 0.25, -4.96], [-2.28, -0.24, -4.87], [-1.44, 0.73, -4.77], [-0.24, 0.72, -4.68], [-2.10, 1.91, -4.74], [-3.79, 0.44, -6.26], [-3.38, 1.63, -3.18], [-4.30, 2.19, -4.51], [-4.35, -0.41, -4.52], [-1.82, 2.19, 5.26], [-3.28, 2.43, 5.26], [-3.72, 1.28, 5.91], [-2.74, 0.52, 6.27], [-2.99, -0.47, 6.93], [-1.64, 0.95, 5.83], [-3.69, 2.34, 4.01], [-1.41, 2.95, 5.93], [-1.40, 2.35, 4.27], [-3.63, 3.41, 5.59], [-4.15, 3.49, 1.32], [-3.00, 4.42, 1.66], [-2.60, 4.83, 0.36], [-3.18, 4.10, -0.60], [-3.09, 4.28, -1.86], [-4.03, 3.19, -0.04], [-2.03, 3.63, 2.15], [-5.17, 3.87, 1.43], [-4.11, 2.62, 1.97], [-3.30, 5.24, 2.30], [4.87, 1.98, -2.02], [5.53, 0.60, -2.21], [6.89, 0.89, -2.17], [7.17, 2.22, -2.29], [8.25, 2.71, -2.28], [5.96, 2.83, -2.39], [5.12, 0.15, -3.43], [4.56, 2.07, -0.98], [4.10, 2.18, -2.77], [5.14, -0.09, -1.46], [3.15, -6.42, -3.15], [4.01, -6.16, -4.39], [5.26, -5.69, -3.82], [5.13, -5.58, -2.48], [5.98, -5.40, -1.60], [3.79, -5.60, -2.25], [3.44, -5.24, -5.23], [2.96, -7.46, -2.88], [2.16, -6.11, -3.48], [4.02, -7.07, -4.99], [-0.30, -5.31, 1.12], [-0.61, -6.35, 0.06], [0.19, -7.41, 0.59], [1.31, -6.92, 1.05], [2.40, -7.50, 1.26], [1.05, -5.65, 1.50], [-0.19, -6.03, -1.10], [-1.04, -5.58, 1.87], [-0.40, -4.25, 0.89], [-1.65, -6.66, -0.03], [-3.06, -3.08, 5.05], [-2.20, -3.92, 4.08], [-1.65, -4.90, 4.92], [-1.51, -4.36, 6.15], [-0.84, -4.79, 7.10], [-2.29, -3.24, 6.26], [-1.29, -3.16, 3.46], [-4.08, -3.47, 5.03], [-2.96, -2.16, 4.48], [-2.92, -4.30, 3.36], [1.76, 4.96, -6.46], [0.42, 5.12, -5.67], [0.84, 5.15, -4.32], [1.91, 4.32, -4.20], [2.41, 4.03, -3.10], [2.33, 4.02, -5.51], [-0.37, 4.10, -5.96], [2.36, 5.87, -6.46], [1.46, 4.60, -7.44], [-0.20, 5.99, -5.91], [-7.28, 0.52, 3.18], [-6.91, 0.07, 4.62], [-5.72, -0.71, 4.40], [-5.14, -0.29, 3.27], [-3.95, -0.42, 3.04], [-6.03, 0.52, 2.57], [-7.91, -0.62, 5.13], [-7.64, 1.55, 3.26], [-8.09, -0.12, 2.84], [-6.71, 0.91, 5.29], [-4.08, -3.47, -2.05], [-3.65, -3.48, -0.61], [-3.60, -2.10, -0.31], [-3.48, -1.38, -1.46], [-3.23, -0.16, -1.46], [-3.72, -2.18, -2.56], [-2.37, -3.96, -0.48], [-5.17, -3.49, -2.06], [-3.64, -4.26, -2.66], [-4.30, -3.96, 0.13], [0.17, 7.21, -1.50], [1.51, 7.77, -1.23], [1.63, 7.52, 0.16], [0.35, 7.68, 0.65], [-0.02, 7.70, 1.82], [-0.52, 7.67, -0.37], [1.69, 9.10, -1.60], [0.28, 6.13, -1.42], [-0.24, 7.37, -2.49], [2.18, 7.14, -1.81], [-0.17, 0.38, 0.49], [-0.03, 0.91, -0.98], [0.00, -0.32, -1.61], [0.13, -1.34, -0.76], [0.12, -2.50, -1.06], [0.09, -0.94, 0.45], [1.06, 1.57, -1.26], [-1.24, 0.50, 0.69], [0.32, 0.82, 1.36], [-0.88, 1.46, -1.39], [1.27, -0.98, 3.96], [1.00, -1.24, 5.43], [1.43, -0.01, 5.92], [2.37, 0.55, 5.05], [3.05, 1.57, 5.26], [2.36, -0.16, 3.95], [1.67, -2.26, 5.97], [0.44, -0.43, 3.52], [1.50, -1.83, 3.31], [-0.06, -1.28, 5.70], [0.54, -2.58, -4.71], [1.65, -1.77, -4.08], [2.56, -1.57, -5.20], [2.14, -2.24, -6.27], [2.70, -2.14, -7.34], [1.01, -2.82, -6.06], [2.23, -2.51, -3.14], [-0.44, -2.12, -4.84], [0.36, -3.61, -4.40], [1.35, -0.83, -3.64], [4.59, -3.26, 0.35], [3.65, -3.53, 1.54], [2.71, -2.46, 1.39], [3.35, -1.51, 0.70], [2.96, -0.32, 0.64], [4.50, -1.90, 0.26], [4.36, -3.38, 2.66], [4.17, -3.67, -0.57], [5.60, -3.65, 0.41], [3.17, -4.51, 1.51], [3.17, 3.97, 2.67], [2.53, 2.87, 1.84], [2.96, 3.24, 0.56], [3.31, 4.54, 0.49], [3.49, 5.20, -0.55], [3.43, 5.02, 1.77], [1.22, 3.05, 1.94], [4.01, 3.51, 3.20], [2.51, 4.08, 3.53], [2.77, 1.81, 1.98]]}